{
  "formula": "C37H51N4NiOP2",
  "method": "wB97M-V/def2-TZVPD",
  "charge": 1,
  "orbital_gap_ha": [0.1551, 0.1553],
  "s_squared": 2.03,
  "relative_energy_kj_mol": 79.2,
  "multiplicity": 3,
  "elements": ["H", "N", "C", "C", "H", "C", "C", "H", "N", "H", "H", "H", "N", "C", "C", "C", "H", "H", "C", "H", "H", "H", "C", "H", "P", "C", "H", "H", "C", "C", "H", "H", "H", "H", "H", "H", "C", "H", "C", "H", "C", "C", "H", "H", "C", "N", "C", "C", "H", "H", "H", "H", "H", "C", "H", "H", "H", "C", "H", "H", "C", "H", "H", "H", "H", "H", "Ni", "H", "C", "H", "C", "C", "C", "C", "C", "H", "C", "C", "H", "H", "C", "H", "C", "H", "O", "H", "P", "C", "H", "C", "H", "H", "C", "C", "H", "C"],
  "positions_angstrom": [[2.92651, 1.84696, 1.26359], [2.30879, -2.10494, 1.66217], [2.29826, -1.31383, -3.29866], [0.06004, 2.61324, -1.10002], [-0.37384, -0.62500, -4.20560], [1.74835, 3.76416, 2.82098], [-0.09273, -3.75956, -3.50785], [-5.97217, 1.81840, -2.22997], [0.15896, -1.74888, 5.97790], [0.33563, -5.02515, -1.17382], [1.16204, 0.60794, 4.24878], [-1.78705, 0.89015, 3.95987], [-1.02382, -0.05694, 0.20242], [-2.72830, 3.20863, 1.57243], [0.74829, -4.00632, -1.14327], [-0.16056, 1.05204, -2.83108], [-2.17214, -2.52752, -2.28667], [-2.43281, 4.01792, 4.08352], [1.46550, -1.78607, 2.70984], [0.69915, -1.03624, 2.49852], [-3.36808, 1.66744, 3.67090], [-7.13401, -0.13425, -1.22426], [-0.19206, 2.85699, 0.27416], [2.68744, 3.96259, 3.36134], [0.78624, -1.42505, -2.15244], [1.23451, 1.70501, 4.26559], [-2.41435, 4.17733, 1.16886], [-2.89282, 2.53827, 0.72773], [-0.38804, 3.36960, -3.38450], [-1.47336, 3.69338, 3.64541], [3.60828, -2.44679, -1.96900], [-1.87062, -4.00765, -1.35841], [-0.61222, -4.72716, -3.42618], [2.35969, 0.87945, -3.16487], [2.75641, -3.86978, 5.05773], [-2.63109, 0.64258, 2.41557], [3.37511, -3.79062, 2.98009], [2.87175, -1.36113, -5.36609], [3.21616, -3.12894, 1.78269], [3.38678, 0.03832, -1.96905], [-4.04954, -0.60098, 0.14420], [-1.99256, 0.62218, -0.04639], [1.81251, -4.06364, -1.40097], [3.81427, -3.36228, 0.90463], [-3.38174, 0.49231, -0.42448], [0.28954, 1.34265, -1.60071], [-4.06566, 1.35796, -1.30785], [-0.05064, -3.12338, -2.11207], [0.66298, -3.64160, -0.11307], [2.82931, -3.45444, -3.23038], [-1.42671, -0.67069, -2.78110], [-3.49448, -1.28535, 0.79311], [1.87792, 4.10726, 1.78445], [1.93295, -1.32194, -4.79263], [-0.29563, 3.93308, 0.49764], [4.14352, -2.34017, -3.65361], [-5.89161, -1.69010, 0.28949], [-1.48677, -2.99717, -1.57018], [2.09534, 1.97935, 4.89610], [2.55168, 0.45423, 2.30526], [-1.74560, 2.61372, 2.58972], [3.56086, 1.76887, 2.92479], [1.41313, -0.40589, -5.09859], [-0.85966, 3.34531, 4.48056], [1.33201, -2.19150, -5.08338], [-1.52452, -2.42227, -0.63502], [0.75347, -0.30875, -0.26555], [-0.52876, 4.15353, -4.13201], [2.34790, -1.31269, 0.43495], [0.96672, 4.36246, 3.29716], [1.46440, 2.26366, 2.85224], [-0.10094, 3.66480, -2.06319], [-0.40953, -0.41982, -3.12788], [-0.49593, 2.03171, -3.76533], [1.64591, -2.42011, 3.92771], [-3.52195, 2.17566, -1.78933], [2.61672, -3.40847, 4.08068], [-5.41975, 1.14114, -1.57318], [-0.81025, 1.71114, -4.75397], [-1.01064, 4.59028, 3.21284], [-5.39148, -0.82739, -0.14866], [3.87251, 0.10178, -3.68113], [-2.41431, 1.37609, 3.20195], [0.90480, -3.96626, -3.91501], [3.43941, -1.19553, -0.10335], [-0.09321, 4.69101, -1.71130], [-0.11869, 1.89650, 1.74494], [3.01357, 0.01528, -2.99937], [-0.65632, -3.15035, -4.22807], [0.81571, -2.04247, 5.05187], [0.33070, 2.08398, 4.75255], [4.10507, -4.58838, 3.03901], [2.68968, 1.54084, 2.28919], [-6.07932, 0.04242, -1.00479], [-3.70156, 3.35413, 2.06666], [3.26137, -2.47030, -3.00755]]
}

=====

{
  "formula": "C37H52AlGeO2PSi3",
  "method": "wB97M-V/def2-TZVPD",
  "charge": 1,
  "orbital_gap_ha": [0.2759, 0.1163],
  "s_squared": 0.76,
  "multiplicity": 2,
  "elements": ["H", "H", "H", "H", "H", "C", "H", "C", "H", "C", "H", "H", "H", "C", "H", "H", "H", "C", "H", "C", "Si", "H", "C", "H", "C", "H", "H", "H", "H", "C", "H", "H", "H", "C", "C", "H", "Si", "H", "C", "H", "C", "H", "C", "Al", "H", "H", "H", "C", "C", "C", "C", "H", "H", "C", "C", "C", "C", "C", "C", "C", "C", "H", "H", "H", "H", "C", "C", "H", "H", "C", "C", "H", "H", "H", "H", "H", "C", "C", "H", "Ge", "H", "C", "Si", "H", "H", "H", "C", "C", "C", "H", "C", "O", "H", "P", "H", "H", "O"],
  "positions_angstrom": [[-4.90191, 1.21844, 2.29971], [-1.96026, 1.07236, 4.51758], [-2.77659, -1.86212, 4.73609], [-1.00335, 3.45568, 1.51000], [7.36167, -3.46599, 1.13488], [-1.95391, 4.81187, -2.99392], [6.10751, 0.49610, -0.30976], [-1.74842, 0.91568, 3.44117], [-2.21073, 7.25813, -3.80688], [-1.95019, 7.27275, -2.74909], [-0.62018, -5.49881, 0.91940], [4.85564, 1.89274, 1.12763], [-2.25875, 4.97175, -4.03866], [3.54493, 1.73007, -0.57223], [-4.12734, 0.53745, 0.81153], [0.90799, -2.89924, -4.36337], [-5.34632, -3.89306, 0.05840], [6.57325, -2.75093, 0.83178], [1.23943, -3.55249, 4.01258], [3.08798, 2.34181, -1.71614], [-3.17476, -2.89764, -0.23715], [-1.84717, 1.94129, 3.05133], [4.32254, 4.29898, -1.12222], [-0.81188, 6.48362, -0.29309], [4.39466, 2.42329, 0.30630], [-2.77484, -5.05529, 2.70365], [-0.46563, -2.13461, -2.60995], [0.55947, 4.20299, 1.28379], [-0.69329, 0.62276, 3.29131], [0.10098, -4.85133, 1.46355], [-3.34394, -0.59328, -1.64290], [0.81052, -5.52052, 1.98848], [-1.09014, 1.71297, -3.63615], [0.41060, -2.85597, 3.83654], [0.54084, -1.75540, -2.60024], [-1.65115, -5.37364, 4.01614], [-2.94773, -0.39391, 2.75996], [0.95969, -1.95637, 3.46440], [4.28982, -2.25743, 0.41840], [-1.12333, -4.00978, -1.04959], [5.26595, -3.16949, 0.80776], [-4.89865, -2.96091, 1.46108], [5.88924, -0.55168, 0.01390], [-0.26311, -0.22243, -0.20354], [-2.88946, 1.80358, -3.34156], [-1.14523, 8.03668, -2.66203], [0.66680, -4.33596, 0.66807], [3.42824, 3.64814, -1.97311], [-4.45710, 0.31551, 1.84202], [1.32744, -2.19818, -3.65672], [-3.60680, -1.30708, 4.27391], [3.30744, -2.28157, -4.39562], [3.26642, -2.59161, 0.44513], [-0.51223, 4.30681, 1.05225], [6.90756, -1.44846, 0.40038], [-1.14686, 3.28361, -1.30059], [4.81785, 3.69936, 0.04259], [-1.12472, 5.64351, -0.92199], [-1.73013, 3.49072, -2.59224], [-1.67939, 5.88373, -2.19587], [-0.88182, 4.41781, -0.40349], [-2.17900, 2.83312, -4.52308], [-2.51040, -5.24151, -1.07710], [2.93115, 4.09642, -2.84706], [2.58336, 1.84804, -2.51350], [-3.89189, -1.54457, -1.37810], [-0.83583, 1.89288, -0.78532], [-4.00928, -0.47620, 4.86521], [-5.19337, -0.45303, 1.76325], [2.69113, -1.87577, -3.60805], [-2.19526, -4.17831, -1.23562], [-2.73071, -3.94992, 4.11533], [4.92628, -4.19176, 1.02326], [-0.04877, -2.57611, 4.78626], [-2.85908, 7.65878, -2.29249], [-4.31006, -1.86463, -2.32127], [3.26535, -1.14107, -2.60647], [-1.95660, 2.37681, -3.55697], [-4.46727, -1.97883, 4.12975], [-1.60948, -1.78664, 1.16314], [5.44539, 4.27463, 0.73344], [4.56377, -0.91498, 0.13219], [-0.77963, -3.55138, 2.59484], [-0.74494, 5.20533, 1.53615], [4.31664, -0.88523, -2.57798], [7.94395, -1.06083, 0.42970], [2.44722, -0.72860, -1.58958], [1.09439, -1.09874, -1.51248], [-2.15170, -4.58196, 3.44733], [4.70655, 5.28344, -1.42542], [-4.52902, -3.72565, 0.72766], [-1.29206, 0.82168, -1.40563], [-4.31392, -4.66931, 1.25935], [3.06047, 0.08366, -0.05660], [-4.77267, -1.11858, -0.87381], [-2.34815, -3.98535, -2.33435], [-0.07371, 1.65914, 0.21044]]
}